Here is a molecular structure, C5H7NO from the OMol25 dataset. Energies are from ωB97M-V/def2-TZVPD.

E_tot   -8832.70248 eV
Relative energy (zero: lowest compared OMol25 entry of this formula, charge and spin)   3.500 eV
E_LUMO   0.02022 Eh
Total charge   0
HOMO-LUMO gap   10.4 eV

```
14
Properties=species:S:1:pos:R:3:forces:R:3
O 1.559611 0.666556 1.541234 -1.3 -1.1 -0.3
C 1.086976 1.248959 0.587619 3.0 1.0 0.2
C 0.490863 0.837915 -0.698918 -1.0 -0.1 0.2
C 0.086495 -0.515984 -1.034125 0.0 -0.8 -0.5
C -0.291579 -1.376185 0.163044 0.0 -0.2 0.0
C -1.248583 -0.225921 0.493687 0.8 1.4 2.9
N -1.004132 0.472742 -0.794203 1.2 0.4 -0.3
H 1.486972 2.258809 0.531957 -0.6 1.1 -0.2
H 0.844016 1.489934 -1.501892 -0.4 -0.2 0.2
H 0.285952 -0.878142 -2.032976 0.0 -0.1 -0.1
H 0.475378 -1.579366 0.915922 -0.1 0.0 -0.3
H -0.771292 -2.300805 -0.157147 -0.1 0.1 0.1
H -0.737421 0.388897 1.401227 -2.0 -1.4 -1.8
H -2.318496 -0.394451 0.677681 0.5 -0.1 -0.1
```
Positions in Å, forces in eV/Å.